[1]
The following is a quantum chemistry calculation of 12 unconnected molecules or ions with the total composition C44H83F2N2O41S2 at a distorted geometry, from the Open Molecules 2025 dataset.

* E: -5916.41689 a.u.
* HOMO-LUMO gap: 6.76 eV

Geometry as ORCA input:
```
! wB97M-V def2-TZVPD RIJCOSX def2/J DEFGRID3
* xyz 1 1
C 4.02 -0.22 -2.12
C 3.23 0.70 -3.04
O 2.55 1.74 -2.31
C 1.34 1.37 -1.78
C 1.35 0.61 -0.42
C 0.75 2.76 -1.38
S 1.87 4.01 -0.75
O 1.26 4.90 0.11
O 2.59 4.55 -1.77
F 2.85 3.19 0.08
N -0.47 2.84 -1.59
C -1.35 3.99 -1.36
C -2.06 4.38 -2.65
O -2.98 3.87 -3.01
F -1.58 5.39 -3.33
C -1.06 1.59 -2.11
C -1.80 0.88 -0.96
O -3.08 0.59 -1.44
N -3.79 -0.28 -0.50
O -4.28 -1.12 -1.07
C 0.20 0.94 -2.71
S 0.03 -0.80 -3.17
C 0.33 -0.98 -4.93
O 0.98 -1.62 -2.54
O -1.28 -1.28 -2.97
H 4.75 -0.79 -2.68
H 4.47 0.35 -1.32
H 3.33 -0.91 -1.64
H 3.96 1.21 -3.65
H 2.59 0.16 -3.73
H 2.37 0.48 -0.08
H 0.79 1.18 0.32
H 0.87 -0.36 -0.48
H -2.14 3.68 -0.70
H -0.85 4.84 -0.91
H -1.76 1.65 -2.94
H -1.78 1.44 -0.02
H -1.27 -0.05 -0.77
H 0.39 1.43 -3.68
H 0.11 -2.02 -5.13
H -0.30 -0.33 -5.50
H 1.37 -0.79 -5.15
C 2.84 -1.18 5.35
O 2.21 -0.11 4.64
C 3.06 0.73 4.06
O 4.25 0.65 4.07
O 2.34 1.67 3.43
C 3.13 2.65 2.75
H 2.04 -1.79 5.78
H 3.42 -1.80 4.67
H 3.46 -0.80 6.15
H 3.73 2.18 1.98
H 3.77 3.18 3.45
H 2.45 3.35 2.30
C 6.28 8.30 -6.29
O 6.06 8.18 -4.88
C 5.62 6.99 -4.50
O 5.39 6.06 -5.22
O 5.44 7.02 -3.18
C 5.04 5.79 -2.58
H 6.64 9.31 -6.47
H 7.04 7.59 -6.62
H 5.35 8.15 -6.84
H 5.82 5.04 -2.71
H 4.11 5.43 -2.98
H 4.92 5.97 -1.51
C 2.90 -6.32 1.70
O 1.69 -6.43 0.95
C 1.12 -5.27 0.67
O 1.52 -4.18 0.99
O 0.01 -5.51 -0.03
C -0.72 -4.34 -0.39
H 3.27 -7.33 1.87
H 3.65 -5.76 1.15
H 2.72 -5.86 2.67
H -0.11 -3.69 -1.03
H -1.04 -3.80 0.50
H -1.59 -4.65 -0.95
C -5.74 3.44 -3.20
O -7.04 2.88 -3.03
C -7.51 2.27 -4.12
O -6.94 2.16 -5.17
O -8.72 1.79 -3.83
C -9.35 1.10 -4.91
H -5.47 3.91 -2.26
H -5.02 2.67 -3.43
H -5.75 4.20 -3.98
H -8.76 0.23 -5.21
H -9.50 1.77 -5.76
H -10.32 0.76 -4.56
C -0.60 6.64 1.50
O -1.72 5.78 1.75
C -2.30 5.95 2.94
O -1.97 6.73 3.79
O -3.31 5.09 3.02
C -4.04 5.15 4.25
H -0.24 6.39 0.51
H -0.89 7.68 1.51
H 0.20 6.46 2.22
H -4.50 6.13 4.39
H -3.40 4.90 5.10
H -4.83 4.40 4.19
C 5.76 -11.11 5.16
O 5.12 -11.84 4.12
C 4.42 -11.08 3.27
O 4.30 -9.89 3.33
O 3.88 -11.88 2.36
C 3.10 -11.20 1.38
H 6.29 -11.83 5.78
H 6.48 -10.40 4.75
H 5.03 -10.60 5.78
H 3.71 -10.50 0.81
H 2.26 -10.69 1.84
H 2.71 -11.95 0.69
C -0.53 -7.50 7.60
O -1.28 -7.58 6.39
C -0.54 -7.66 5.29
O 0.66 -7.65 5.25
O -1.36 -7.74 4.24
C -0.69 -7.82 2.98
H -1.25 -7.44 8.42
H 0.09 -8.38 7.73
H 0.08 -6.60 7.61
H -0.08 -8.72 2.93
H -0.08 -6.94 2.81
H -1.45 -7.88 2.21
C -4.48 7.03 10.06
O -3.56 7.84 9.32
C -2.92 7.19 8.35
O -3.06 6.03 8.06
O -2.10 8.05 7.76
C -1.34 7.48 6.68
H -4.93 7.67 10.81
H -5.27 6.65 9.40
H -3.97 6.21 10.55
H -2.00 7.12 5.90
H -0.70 6.67 7.05
H -0.72 8.26 6.27
C 5.01 -13.86 -1.38
O 4.31 -12.90 -2.18
C 5.10 -12.09 -2.88
O 6.30 -12.10 -2.88
O 4.33 -11.26 -3.58
C 5.05 -10.33 -4.38
H 4.27 -14.45 -0.86
H 5.61 -14.51 -2.00
H 5.63 -13.35 -0.64
H 5.65 -10.85 -5.12
H 5.67 -9.69 -3.76
H 4.31 -9.72 -4.90
C -9.84 2.66 1.73
O -9.07 3.74 1.19
C -7.77 3.52 1.16
O -7.20 2.53 1.54
O -7.17 4.60 0.64
C -5.76 4.49 0.56
H -10.88 2.96 1.69
H -9.72 1.76 1.13
H -9.56 2.47 2.76
H -5.47 3.66 -0.09
H -5.32 4.37 1.55
H -5.39 5.41 0.12
C -1.78 4.90 -8.15
O -0.37 5.16 -8.21
C 0.30 5.00 -7.08
O -0.17 4.66 -6.01
O 1.55 5.32 -7.32
C 2.46 5.26 -6.21
H -2.18 5.07 -9.14
H -1.96 3.88 -7.87
H -2.26 5.58 -7.45
H 2.53 4.25 -5.81
H 2.16 5.96 -5.44
H 3.44 5.55 -6.58
*
```



[2]
The following is a quantum chemistry calculation of 12 unconnected molecules or ions with the total composition C44H87Br24NO3 at a distorted geometry, from the Open Molecules 2025 dataset.

* E: -63785.45626 a.u.
* SMILES: CCCCCCCCCCCCN(C(=O)OOC[C@H](C)C(C)C)[C@@H](Br)[C@@H](C)Br.BrCCBr.BrCCBr.BrCCBr.BrCCBr.BrCCBr.BrCCBr.BrCCBr.BrCCBr.BrCCBr.BrCCBr.BrCCBr
* HOMO-LUMO gap: 9.67 eV

Geometry as ORCA input:
```
! wB97M-V def2-TZVPD RIJCOSX def2/J DEFGRID3
* xyz 0 1
C -0.12 4.44 -1.54
C -0.22 4.75 -0.05
C 0.16 3.56 0.86
C -0.38 2.23 0.30
C -0.51 1.17 1.38
C -1.32 -0.07 0.98
C -0.88 -0.69 -0.34
C -1.45 -2.10 -0.54
C -1.27 -2.62 -1.98
C -0.81 -4.08 -2.01
C 0.71 -4.25 -1.91
C 1.43 -3.62 -3.10
N 2.88 -3.84 -3.01
C 3.18 -5.23 -2.96
O 2.58 -6.10 -3.53
O 4.34 -5.53 -2.28
O 4.08 -5.18 -0.90
C 5.33 -5.33 -0.22
C 5.14 -6.07 1.10
C 4.04 -7.13 0.98
C 4.89 -5.16 2.33
C 6.18 -4.87 3.08
C 4.18 -3.85 1.97
C 3.78 -3.27 -4.04
Br 2.84 -2.22 -5.37
C 5.03 -2.52 -3.46
C 5.38 -1.18 -4.07
Br 4.88 -2.21 -1.53
H 0.74 3.83 -1.78
H -0.08 5.36 -2.14
H -1.00 3.89 -1.89
H -1.24 5.05 0.20
H 0.43 5.61 0.16
H -0.18 3.71 1.88
H 1.25 3.50 0.83
H 0.29 1.89 -0.49
H -1.36 2.37 -0.17
H 0.49 0.84 1.69
H -0.98 1.64 2.25
H -2.37 0.23 0.91
H -1.24 -0.82 1.77
H 0.22 -0.76 -0.35
H -1.19 -0.07 -1.19
H -2.51 -2.07 -0.27
H -0.93 -2.78 0.15
H -2.23 -2.56 -2.50
H -0.61 -1.96 -2.53
H -1.19 -4.61 -2.88
H -1.23 -4.57 -1.13
H 1.06 -3.75 -1.00
H 0.93 -5.32 -1.84
H 1.00 -3.99 -4.03
H 1.27 -2.54 -3.03
H 5.77 -4.34 -0.10
H 5.99 -5.91 -0.86
H 6.08 -6.62 1.25
H 4.19 -7.77 0.11
H 4.04 -7.76 1.88
H 3.06 -6.65 0.91
H 4.23 -5.71 3.00
H 5.97 -4.29 3.99
H 6.88 -4.29 2.47
H 6.66 -5.80 3.40
H 3.31 -4.01 1.33
H 3.86 -3.34 2.88
H 4.86 -3.18 1.44
H 4.18 -4.11 -4.61
H 5.88 -3.21 -3.57
H 5.65 -1.27 -5.12
H 4.57 -0.46 -3.95
H 6.24 -0.76 -3.55
Br -2.54 -2.78 3.88
C -2.66 -4.66 3.41
C -1.33 -5.36 3.51
Br -0.17 -4.90 2.01
H -3.08 -4.71 2.41
H -3.36 -5.10 4.13
H -1.46 -6.43 3.46
H -0.79 -5.09 4.41
Br -2.91 5.03 2.72
C -3.15 6.70 1.75
C -4.31 7.50 2.28
Br -6.02 6.75 1.74
H -3.27 6.44 0.70
H -2.22 7.25 1.87
H -4.29 8.51 1.87
H -4.31 7.55 3.36
Br -10.23 9.17 0.66
C -10.06 7.96 2.17
C -10.22 8.68 3.49
Br -8.64 9.73 3.93
H -9.09 7.48 2.08
H -10.85 7.22 2.05
H -10.33 7.96 4.29
H -11.06 9.36 3.48
Br -0.95 -0.15 -5.21
C -2.32 -0.70 -6.47
C -3.68 -0.78 -5.83
Br -3.83 -2.35 -4.69
H -2.00 -1.65 -6.88
H -2.32 0.05 -7.26
H -4.45 -0.89 -6.60
H -3.91 0.08 -5.21
Br 4.68 -11.07 1.72
C 4.68 -11.22 3.66
C 4.22 -9.94 4.31
Br 5.58 -8.56 4.23
H 5.69 -11.49 3.95
H 4.00 -12.03 3.90
H 4.03 -10.10 5.37
H 3.34 -9.53 3.84
Br 3.01 1.81 2.87
C 4.50 3.06 2.95
C 4.13 4.34 3.65
Br 3.04 5.48 2.51
H 4.83 3.22 1.93
H 5.29 2.54 3.51
H 5.02 4.92 3.87
H 3.57 4.17 4.56
Br -11.55 6.63 -2.23
C -11.84 8.36 -3.07
C -12.89 9.15 -2.34
Br -14.69 8.48 -2.68
H -12.09 8.16 -4.11
H -10.89 8.88 -3.02
H -12.89 10.18 -2.68
H -12.74 9.12 -1.27
Br 4.23 8.59 5.74
C 3.83 9.87 4.33
C 3.70 9.20 2.99
Br 5.42 8.68 2.27
H 4.62 10.61 4.35
H 2.89 10.33 4.62
H 3.27 9.89 2.26
H 3.10 8.30 3.04
Br 7.62 -8.21 -0.44
C 7.21 -8.27 -2.34
C 7.27 -9.67 -2.89
Br 9.10 -10.30 -3.09
H 7.92 -7.61 -2.84
H 6.20 -7.87 -2.44
H 6.83 -9.71 -3.88
H 6.77 -10.39 -2.24
Br 8.19 -4.45 -1.86
C 8.67 -2.62 -2.33
C 9.08 -2.49 -3.77
Br 10.86 -3.21 -4.09
H 9.45 -2.32 -1.64
H 7.77 -2.03 -2.13
H 9.13 -1.44 -4.05
H 8.41 -3.02 -4.44
Br -13.95 9.59 2.26
C -15.23 9.70 0.80
C -16.55 9.07 1.16
Br -16.44 7.13 1.15
H -14.78 9.22 -0.05
H -15.36 10.76 0.61
H -17.30 9.33 0.42
H -16.89 9.36 2.15
*
```



[3]
The following is a quantum chemistry calculation of 6 unconnected molecules or ions with the total composition C44H87N3O13PS at a distorted geometry, from the Open Molecules 2025 dataset.

* E: -3610.37247 a.u.
* HOMO-LUMO gap: 8.32 eV

Geometry as ORCA input:
```
! wB97M-V def2-TZVPD RIJCOSX def2/J DEFGRID3
* xyz 1 1
C -1.37 0.55 5.31
C -0.87 0.27 3.89
O -0.08 1.38 3.42
C 0.56 1.29 2.19
C -0.46 1.03 1.07
C -0.76 2.28 0.21
C -0.94 3.58 0.97
O -2.18 3.52 1.73
C -2.69 4.75 1.91
O -2.10 5.61 2.44
C -0.37 -0.27 0.28
C -1.73 -0.53 -0.40
C -1.83 -0.21 -1.91
O -2.17 -1.43 -2.57
C 0.06 -1.43 1.21
C -0.02 -2.79 0.44
C -1.25 -3.69 0.69
C -1.76 -3.98 2.11
C -3.18 -3.46 2.43
N -3.37 -2.05 2.07
C 1.54 -1.17 1.62
N 2.29 -2.20 2.29
C 3.45 -2.82 1.67
C 3.60 -2.96 0.19
O 4.28 -3.22 2.42
C 1.75 -3.12 3.27
C 1.41 -2.66 4.66
O 1.69 -4.27 2.97
N 1.83 0.33 2.23
C 2.42 0.39 3.70
C 3.80 -0.24 3.95
C 2.45 1.81 4.34
C 1.77 1.92 5.72
P 3.06 1.03 1.05
O 3.61 2.22 1.93
O 4.14 -0.13 1.12
S 2.45 1.47 -0.68
H -2.42 0.26 5.39
H -0.82 -0.02 6.07
H -1.30 1.61 5.54
H -1.73 0.12 3.22
H -0.29 -0.65 3.84
H 1.03 2.26 2.05
H -1.40 0.88 1.63
H -1.73 2.08 -0.27
H -0.04 2.43 -0.61
H -0.11 3.84 1.63
H -1.04 4.39 0.25
H -3.69 4.92 1.49
H 0.39 -0.21 -0.51
H -2.02 -1.57 -0.30
H -2.50 0.05 0.12
H -0.88 0.19 -2.29
H -2.60 0.55 -2.09
H -2.24 -1.27 -3.52
H -0.64 -1.48 2.05
H -0.01 -2.53 -0.63
H 0.88 -3.40 0.59
H -1.01 -4.66 0.24
H -2.09 -3.31 0.08
H -1.82 -5.07 2.25
H -1.10 -3.59 2.90
H -3.32 -3.54 3.52
H -3.92 -4.12 1.98
H -3.90 -1.93 1.21
H -3.86 -1.55 2.80
H 2.01 -1.09 0.63
H 4.60 -2.61 -0.08
H 2.87 -2.47 -0.44
H 3.57 -4.04 -0.05
H 1.65 -3.50 5.32
H 2.00 -1.80 4.99
H 0.34 -2.45 4.77
H 1.72 -0.21 4.27
H 4.62 0.46 3.73
H 3.99 -1.20 3.49
H 3.84 -0.40 5.04
H 2.06 2.58 3.68
H 3.51 2.07 4.47
H 2.43 2.41 6.44
H 0.85 2.50 5.67
H 1.52 0.93 6.13
H 4.55 2.25 2.13
H 4.92 0.01 1.68
C 1.74 -3.96 -4.66
C 1.32 -4.99 -3.62
C 2.01 -4.47 -2.37
O 2.05 -3.05 -2.51
C 1.71 -2.67 -3.85
H 1.09 -3.91 -5.53
H 2.76 -4.16 -5.01
H 0.23 -4.98 -3.49
H 1.62 -6.01 -3.87
H 3.03 -4.85 -2.29
H 1.48 -4.71 -1.45
H 0.71 -2.24 -3.84
H 2.41 -1.92 -4.20
C -2.25 7.70 -2.24
C -3.53 6.88 -2.44
C -2.99 5.59 -3.01
O -1.68 5.41 -2.44
C -1.28 6.62 -1.80
H -2.35 8.50 -1.51
H -1.93 8.14 -3.19
H -4.01 6.70 -1.47
H -4.26 7.35 -3.09
H -2.90 5.64 -4.10
H -3.60 4.72 -2.76
H -1.32 6.48 -0.71
H -0.24 6.85 -2.07
C -0.42 -7.35 5.59
C -1.68 -8.05 6.10
C -2.74 -6.98 5.88
O -2.32 -6.24 4.72
C -0.97 -6.58 4.39
H 0.38 -8.03 5.31
H -0.04 -6.67 6.34
H -1.89 -8.93 5.49
H -1.61 -8.36 7.14
H -2.80 -6.30 6.73
H -3.73 -7.39 5.69
H -0.97 -7.20 3.49
H -0.43 -5.67 4.18
C 5.72 -0.60 -5.02
C 5.88 -0.16 -6.47
C 4.43 -0.09 -6.94
O 3.67 0.28 -5.79
C 4.47 0.17 -4.61
H 6.57 -0.37 -4.39
H 5.54 -1.68 -4.97
H 6.35 0.83 -6.51
H 6.48 -0.84 -7.07
H 4.09 -1.06 -7.30
H 4.27 0.65 -7.72
H 4.71 1.17 -4.25
H 3.88 -0.34 -3.84
C -4.26 7.93 -7.24
C -5.38 7.03 -7.75
C -5.29 5.85 -6.79
O -4.85 6.39 -5.54
C -4.38 7.73 -5.73
H -4.37 8.97 -7.53
H -3.29 7.58 -7.60
H -6.35 7.53 -7.66
H -5.26 6.73 -8.79
H -4.57 5.11 -7.13
H -6.25 5.36 -6.63
H -5.10 8.42 -5.29
H -3.42 7.85 -5.22
*
```